Record 1
Density functional theory data (ωB97M-V/def2-TZVPD) for a gas-phase ion, C3H4O2S (charge -2).

Positions of all 10 atoms, in Å:
O  -2.1073  0.7603  -1.2722
C  -1.3277  -0.0829  -0.7457
O  -1.4340  -1.3258  -0.8198
C  -0.0824  0.5244  -0.0612
C  0.9196  -0.4484  0.5579
S  2.3722  0.3511  1.3843
H  0.4194  1.1754  -0.7832
H  -0.4392  1.2200  0.7025
H  1.2994  -1.0989  -0.2296
H  0.3799  -1.0754  1.2668

- HOMO energy: 0.78 eV
- Kohn-Sham gap: 5.49 eV
- Total energy: -665.3658 Ha
- SMILES string: O=C([O-])CC[S-]
- Charge: -2

natural (NBO) population analysis, charges in e, atoms 1 to 8: -0.840, 0.761, -0.808, -0.526, -0.493, -0.827, 0.193, 0.191



Record 2
Density functional theory data (ωB97M-V/def2-TZVPD) for a molecular structure, C3H4O2S at a distorted geometry.

Positions of all 10 atoms, in Å:
C  1.0076  0.0837  0.3519
C  0.0097  -0.0335  1.1816
C  0.6017  0.0273  -1.0116
O  -2.1258  -1.1408  -0.3645
O  -1.9302  1.2187  -0.0646
S  -1.2682  -0.0707  -0.1285
H  1.9670  0.1997  0.7408
H  0.0682  -0.2631  2.2114
H  0.8742  0.9457  -1.4966
H  0.7958  -0.9671  -1.4199

- HOMO energy: -10.43 eV
- Kohn-Sham gap: 11.17 eV
- Total energy: -665.2679 Ha
- Charge: 0

natural (NBO) population analysis, charges in e, atoms 1 to 8: -0.188, -0.433, -0.569, -0.894, -0.928, 2.075, 0.225, 0.235



Record 3
Density functional theory data (ωB97M-V/def2-TZVPD) for a molecular structure, C3H4O2S at a distorted geometry.

Positions of all 10 atoms, in Å:
C  -0.2408  -0.4901  0.1915
C  -1.1153  -0.4485  -0.8014
C  0.4904  0.8801  0.1128
O  -0.3706  1.7638  -2.6298
O  -1.8523  2.0459  -0.6443
S  -0.8278  1.2213  -1.1810
H  -0.0169  -1.4089  0.6203
H  -1.8015  -1.2928  -1.2038
H  0.4203  1.7480  0.9153
H  1.4576  0.6217  -0.2202

- HOMO energy: -10.40 eV
- Kohn-Sham gap: 10.69 eV
- Total energy: -665.2473 Ha
- Charge: 0

natural (NBO) population analysis, charges in e, atoms 1 to 8: -0.141, -0.477, -0.626, -0.873, -0.915, 2.034, 0.229, 0.265